Record 1
Formula: C4H7NO
Source: the OMol25 dataset
Level of theory: ωB97M-V with the def2-TZVPD basis set

Atoms and positions in Å:
O: -1.330 -2.024 0.063
N: -0.503 0.852 -1.080
C: -0.009 -0.037 -0.027
C: -0.203 1.406 0.241
C: 1.350 -0.650 -0.267
C: -1.019 -0.980 0.582
H: 1.247 -1.548 -0.885
H: -1.505 0.743 -1.224
H: 0.655 2.073 0.277
H: 1.828 -0.933 0.677
H: 1.990 0.064 -0.790
H: -1.465 -0.667 1.552
H: -1.035 1.702 0.882

## Properties
- HOMO-LUMO gap: 10.541 eV
- Structure (SMILES): C[C@@]1(C=O)CN1
- E_HOMO: -9.77 eV
- F_max: 0.56 eV/Å
- Energy above the lowest of the compared OMol25 structures with the same formula, charge and spin: 202.2 kJ/mol
- LUMO level: 0.77 eV

---

Record 2
Formula: C2HBaFO2
Source: the OMol25 dataset
Level of theory: ωB97M-V with the def2-TZVPD basis set

Atoms and positions in Å:
Ba: -2.718 0.741 -0.571
F: 0.434 -1.298 1.766
O: 0.190 1.762 -0.049
O: 0.004 -0.464 -1.211
C: 0.101 0.716 -0.729
C: 0.448 -0.754 0.453
H: 1.540 -0.703 0.341

## Properties
- HOMO-LUMO gap (alpha / beta): 4.981 / 5.775 eV
- E_HOMO (alpha / beta): -5.35 / -6.60 eV
- F_max: 5.96 eV/Å
- LUMO level (alpha / beta): -0.37 / -0.83 eV

---

Record 3
Formula: C4H7N2O2
Source: the OMol25 dataset
Level of theory: ωB97M-V with the def2-TZVPD basis set

Atoms and positions in Å:
O: -0.454 1.930 -2.187
O: 0.448 -2.331 0.011
N: 0.502 -0.057 -1.963
N: 0.127 -0.073 0.580
C: 0.059 1.094 -1.524
C: 0.371 -1.065 -0.188
C: 0.336 1.269 0.000
C: -0.568 -0.190 1.830
H: -0.450 1.946 0.426
H: 1.330 1.696 0.182
H: 0.058 0.062 2.661
H: 0.313 -2.954 -0.807
H: 0.121 -0.561 -2.637
H: -1.335 0.457 1.519
H: -0.857 -1.224 2.098

## Properties
- HOMO-LUMO gap (alpha / beta): 9.136 / 9.136 eV
- Total charge: +1
- E_HOMO (alpha / beta): -14.48 / -14.48 eV
- F_max: 8.33 eV/Å
- Energy above the lowest of the compared OMol25 structures with the same formula, charge and spin: 350.7 kJ/mol
- LUMO level (alpha / beta): -5.34 / -5.34 eV

---

Record 4
Formula: C4H14N2O
Source: the OMol25 dataset
Level of theory: ωB97M-V with the def2-TZVPD basis set

Atoms and positions in Å:
O: 2.921 -0.813 -5.560
N: -1.671 0.063 1.587
N: -0.012 1.642 -1.079
C: -0.697 -0.200 0.492
C: -1.140 0.160 2.931
C: 0.200 -1.399 0.781
C: 0.129 1.085 0.255
H: 0.181 2.634 -1.038
H: -0.965 1.548 -1.406
H: 1.178 0.840 0.472
H: 0.869 -1.536 -0.068
H: -0.041 1.805 1.066
H: 2.091 -1.311 -5.568
H: 3.183 -0.769 -6.488
H: -0.380 0.948 2.943
H: -1.888 0.442 3.642
H: -0.401 -2.274 0.861
H: -1.339 -0.238 -0.382
H: 0.777 -1.211 1.679
H: -0.628 -0.739 3.296
H: -2.366 -0.676 1.586

## Properties
- HOMO-LUMO gap: 9.755 eV
- Structure (SMILES): CN[C@H](C)CN.O
- E_HOMO: -8.72 eV
- F_max: 1.85 eV/Å
- Energy above the lowest of the compared OMol25 structures with the same formula, charge and spin: 155.1 kJ/mol
- LUMO level: 1.04 eV

---

Record 5
Formula: C15H21Cl3IN2O3SiTi
Source: the OMol25 dataset
Level of theory: ωB97M-V with the def2-TZVPD basis set

Atoms and positions in Å:
I: -1.513 2.298 -0.955
Ti: -0.026 0.409 -1.777
Cl: -1.517 -0.757 -3.151
Cl: -0.666 -4.098 -2.539
Cl: 1.539 -1.665 -2.820
Si: -0.248 -2.279 -1.747
O: 1.278 0.520 -0.463
O: 1.098 1.468 -2.853
O: 4.811 2.130 2.218
N: -4.367 -2.304 1.749
N: -2.568 -1.262 0.266
C: 2.362 1.258 -0.336
C: -3.372 -0.214 0.906
C: 2.251 2.010 -2.688
C: 4.139 2.670 -1.239
C: 2.915 1.973 -1.447
C: 2.977 1.307 0.910
C: -3.053 -2.767 2.172
C: -3.463 -2.104 -0.534
C: 4.284 1.499 3.384
C: -4.592 -2.689 0.363
C: -1.953 -2.083 1.314
C: 2.804 2.652 -3.917
C: -4.422 -0.852 1.857
C: 4.742 2.700 -0.026
C: 4.155 2.026 1.075
H: 4.965 1.752 4.190
H: 3.287 1.880 3.610
H: -2.927 -2.540 3.231
H: 3.420 3.522 -3.713
H: 1.979 2.927 -4.570
H: -3.020 -3.853 2.063
H: -1.305 -2.829 0.843
H: 4.596 3.193 -2.065
H: 4.256 0.416 3.256
H: -3.849 0.372 0.118
H: -3.868 -1.501 -1.349
H: -4.618 -3.777 0.300
H: -1.314 -1.435 1.918
H: -2.699 0.456 1.447
H: 5.666 3.234 0.141
H: -4.236 -0.577 2.896
H: -2.873 -2.911 -0.981
H: -5.571 -2.318 0.057
H: 3.420 1.913 -4.436
H: -5.430 -0.522 1.606
H: 2.526 0.751 1.718

## Properties
- HOMO-LUMO gap: 4.844 eV
- Total charge: +1
- E_HOMO: -10.28 eV
- F_max: 1.04 eV/Å
- LUMO level: -5.43 eV

---

Record 6
Formula: C4H7N3O
Source: the OMol25 dataset
Level of theory: ωB97M-V with the def2-TZVPD basis set

Atoms and positions in Å:
O: 1.347 -1.130 -0.715
N: -0.473 0.105 -0.084
N: -1.057 -0.383 1.186
N: -1.201 1.092 -0.529
C: 0.206 -0.299 2.113
C: 0.419 0.735 -1.847
C: -0.739 1.527 -1.604
C: 0.585 -0.107 -0.911
H: -1.289 2.161 -2.428
H: -0.685 -1.582 0.934
H: 0.912 0.633 -2.882
H: 0.091 -0.980 2.988
H: -0.041 0.729 2.796
H: 0.719 -2.167 -0.477
H: 1.204 -0.333 1.461

## Properties
- HOMO-LUMO gap: 8.673 eV
- E_HOMO: -9.19 eV
- F_max: 9.50 eV/Å
- Energy above the lowest of the compared OMol25 structures with the same formula, charge and spin: 705.4 kJ/mol
- LUMO level: -0.52 eV

---

- Which of these has the lowest F_max?
  C4H7NO

---

- Among the records above, which one has the highest F_max?
  C4H7N3O

---

Repeat the second record exactly.
Formula: C2HBaFO2
Source: the OMol25 dataset
Level of theory: ωB97M-V with the def2-TZVPD basis set

Atoms and positions in Å:
Ba: -2.718 0.741 -0.571
F: 0.434 -1.298 1.766
O: 0.190 1.762 -0.049
O: 0.004 -0.464 -1.211
C: 0.101 0.716 -0.729
C: 0.448 -0.754 0.453
H: 1.540 -0.703 0.341

## Properties
- HOMO-LUMO gap (alpha / beta): 4.981 / 5.775 eV
- E_HOMO (alpha / beta): -5.35 / -6.60 eV
- F_max: 5.96 eV/Å
- LUMO level (alpha / beta): -0.37 / -0.83 eV

---

What did the sixth record say?
Formula: C4H7N3O
Source: the OMol25 dataset
Level of theory: ωB97M-V with the def2-TZVPD basis set

Atoms and positions in Å:
O: 1.347 -1.130 -0.715
N: -0.473 0.105 -0.084
N: -1.057 -0.383 1.186
N: -1.201 1.092 -0.529
C: 0.206 -0.299 2.113
C: 0.419 0.735 -1.847
C: -0.739 1.527 -1.604
C: 0.585 -0.107 -0.911
H: -1.289 2.161 -2.428
H: -0.685 -1.582 0.934
H: 0.912 0.633 -2.882
H: 0.091 -0.980 2.988
H: -0.041 0.729 2.796
H: 0.719 -2.167 -0.477
H: 1.204 -0.333 1.461

## Properties
- HOMO-LUMO gap: 8.673 eV
- E_HOMO: -9.19 eV
- F_max: 9.50 eV/Å
- Energy above the lowest of the compared OMol25 structures with the same formula, charge and spin: 705.4 kJ/mol
- LUMO level: -0.52 eV